<a>
Formula: C4H16N6
Source: OMol25
Level of theory: ωB97M-V/def2-TZVPD

Geometry (Å):
1 C -0.13 -1.72 2.34
2 C 2.10 -0.94 1.74
3 N 2.93 0.13 2.08
4 N 1.20 -1.29 2.74
5 N 2.20 -1.78 0.68
6 H 2.97 0.72 2.97
7 H 3.43 0.49 1.22
8 H 1.35 -0.65 3.60
9 H 1.53 -2.54 0.62
10 H 3.09 -1.93 0.03
11 H -0.61 -0.86 1.99
12 H -0.60 -2.11 3.32
13 H -0.09 -2.69 1.75
14 C -2.29 2.38 -0.60
15 C -1.54 0.81 -2.23
16 N -2.39 0.96 -1.11
17 N -1.65 -0.31 -3.04
18 N -0.44 1.61 -2.50
19 H -3.30 0.46 -1.26
20 H -1.24 -1.06 -2.69
21 H -1.44 -0.27 -4.04
22 H -0.37 2.63 -2.27
23 H 0.35 1.26 -3.00
24 H -2.49 3.03 -1.62
25 H -1.25 2.63 -0.13
26 H -3.14 2.58 0.02

Values from the calculation:
Frontier orbital gap, eV: 10.44
Charge: +2
HOMO energy, hartree: -0.6250


<b>
Formula: C4H16N6
Source: OMol25
Level of theory: ωB97M-V/def2-TZVPD

Geometry (Å):
1 C -2.11 -2.13 0.04
2 C -1.67 -0.92 2.12
3 N -2.56 -1.35 1.21
4 N -0.63 -1.68 2.43
5 N -1.83 0.23 2.77
6 H -3.21 -0.66 0.96
7 H -0.42 -2.57 2.02
8 H -0.05 -1.49 3.23
9 H -2.55 0.91 2.67
10 H -1.11 0.46 3.43
11 H -1.71 -3.09 0.34
12 H -1.30 -1.66 -0.47
13 H -2.94 -2.16 -0.65
14 C 2.76 -0.12 -1.07
15 C 1.30 1.73 -1.79
16 N 1.86 0.55 -2.05
17 N 1.69 2.52 -0.79
18 N 0.26 2.10 -2.53
19 H 2.16 0.44 -3.01
20 H 2.58 2.33 -0.36
21 H 1.06 3.11 -0.28
22 H -0.06 1.47 -3.23
23 H -0.18 2.99 -2.54
24 H 2.15 -0.26 -0.17
25 H 3.68 0.36 -0.76
26 H 2.82 -1.10 -1.52

Values from the calculation:
Frontier orbital gap, eV: 11.49
Charge: +2
HOMO energy, hartree: -0.6433


Top of the stability list: <b>, leading by 0.1002 hartree.


<a>
Formula: C3H3FS
Source: OMol25
Level of theory: ωB97M-V/def2-TZVPD

Geometry (Å):
1 C 1.25 -0.27 -0.33
2 C 0.19 0.63 0.08
3 F 0.02 1.81 0.01
4 C -1.01 -0.22 0.26
5 S -2.58 0.44 -0.19
6 H 2.04 0.32 -0.27
7 H 1.16 -1.40 -0.29
8 H -1.08 -1.31 0.74

Values from the calculation:
Frontier orbital gap, eV: 7.66
SMILES: C=C(F)C=S
HOMO energy, hartree: -0.3255


<b>
Formula: C3H3FS
Source: OMol25
Level of theory: ωB97M-V/def2-TZVPD

Geometry (Å):
1 C -1.18 -0.29 -0.17
2 C -0.22 0.60 0.21
3 C 1.14 0.14 0.17
4 F 1.12 -1.33 -0.41
5 S 2.62 0.62 0.43
6 H -2.24 -0.05 -0.38
7 H -0.79 -1.32 -0.38
8 H -0.47 1.63 0.52

Values from the calculation:
Frontier orbital gap (spin up / spin down), eV: 8.60 / 8.60
SMILES: C=CC(F)=S
HOMO energy (spin up / spin down), hartree: -0.3576 / -0.3576


Top of the stability list: <b>, leading by 0.0744 hartree.


<a>
Formula: C8H16N2
Source: OMol25
Level of theory: ωB97M-V/def2-TZVPD

Geometry (Å):
1 C -0.69 -0.72 -2.05
2 C -0.42 -0.08 -0.68
3 C -0.06 1.35 -0.85
4 C -0.79 2.48 -0.66
5 N 0.03 3.54 -1.02
6 C 1.23 2.98 -1.35
7 N 1.22 1.69 -1.25
8 H 0.10 -1.23 -2.59
9 H -1.15 -0.01 -2.73
10 H -1.46 -1.51 -1.95
11 H -1.31 -0.24 -0.07
12 H 0.40 -0.60 -0.17
13 H -1.86 2.46 -0.50
14 H -0.18 4.52 -0.91
15 H 2.09 3.55 -1.65
16 C 0.84 -2.28 2.78
17 C 0.31 -3.43 1.94
18 C -1.21 -3.58 2.15
19 H 1.09 -2.54 3.82
20 H 1.80 -1.89 2.44
21 H 0.09 -1.48 2.77
22 H 0.49 -3.20 0.89
23 H 0.77 -4.38 2.23
24 H -1.72 -2.87 1.50
25 H -1.58 -4.58 1.98
26 H -1.53 -3.31 3.16

Values from the calculation:
Frontier orbital gap, eV: 9.53
SMILES: CCc1c[nH]cn1.CCC
HOMO energy, hartree: -0.3171


<b>
Formula: C8H16N2
Source: OMol25
Level of theory: ωB97M-V/def2-TZVPD

Geometry (Å):
1 C 1.45 0.78 2.32
2 C 1.81 -0.67 2.66
3 C 1.54 -1.66 1.59
4 C 0.91 -1.46 0.40
5 N 0.89 -2.69 -0.23
6 C 1.50 -3.56 0.61
7 N 1.91 -2.98 1.70
8 H 2.25 1.47 2.60
9 H 0.53 1.10 2.80
10 H 1.37 0.95 1.26
11 H 2.86 -0.74 2.95
12 H 1.31 -0.95 3.59
13 H 0.39 -0.63 -0.04
14 H 0.49 -2.91 -1.12
15 H 1.61 -4.61 0.39
16 C -1.91 2.16 -3.15
17 C -2.31 1.21 -2.02
18 C -1.53 1.55 -0.73
19 H -0.88 2.00 -3.45
20 H -1.94 3.20 -2.84
21 H -2.53 1.98 -4.01
22 H -3.37 1.33 -1.81
23 H -2.19 0.16 -2.29
24 H -0.45 1.50 -0.82
25 H -1.86 2.55 -0.43
26 H -1.86 0.87 0.06

Values from the calculation:
Frontier orbital gap, eV: 9.35
SMILES: CCc1c[nH]cn1.CCC
HOMO energy, hartree: -0.3159


Top of the stability list: <b>, leading by 0.0090 hartree.


<a>
Formula: C8H11NOS
Source: OMol25
Level of theory: ωB97M-V/def2-TZVPD

Geometry (Å):
1 C 1.89 -1.72 -0.21
2 O 0.54 -1.66 -0.70
3 C -0.07 -0.43 -0.34
4 C -0.34 0.51 -1.40
5 C 0.38 0.23 -2.70
6 C -0.76 1.93 -1.16
7 C -0.41 -0.24 1.06
8 N -0.94 0.80 1.64
9 C -1.40 0.55 2.94
10 C -1.13 -0.68 3.45
11 S -0.40 -1.60 2.20
12 H 2.03 -1.93 0.94
13 H 2.33 -0.80 -0.63
14 H 2.14 -2.64 -0.64
15 H 1.43 0.42 -2.74
16 H -0.13 0.85 -3.49
17 H 0.46 -0.82 -3.07
18 H -1.71 2.03 -1.68
19 H -0.89 2.17 -0.01
20 H 0.12 2.68 -1.52
21 H -1.92 1.35 3.55
22 H -1.23 -1.00 4.51

Values from the calculation:
Frontier orbital gap, eV: 8.35
SMILES: COC(=C(C)C)c1nccs1
HOMO energy, hartree: -0.2981


<b>
Formula: C8H11NOS
Source: OMol25
Level of theory: ωB97M-V/def2-TZVPD

Geometry (Å):
1 C 2.52 -1.72 -0.32
2 C 2.24 -0.41 -0.10
3 C -2.16 0.10 0.17
4 C -1.42 -0.02 -1.20
5 C -1.23 0.83 1.14
6 C -0.08 -0.75 -1.12
7 C 0.15 0.27 1.27
8 C 0.77 0.12 -0.16
9 N 2.79 -2.82 -0.61
10 O 2.89 2.02 0.33
11 S 3.45 0.68 0.25
12 H -3.23 0.50 -0.12
13 H -2.35 -0.81 0.67
14 H -2.01 -0.72 -1.84
15 H -1.34 0.87 -1.79
16 H -1.09 1.92 1.07
17 H -1.75 0.87 2.14
18 H -0.33 -1.74 -0.74
19 H 0.40 -0.73 -2.01
20 H 0.72 1.12 1.67
21 H 0.28 -0.69 1.82
22 H 0.78 1.13 -0.54

Values from the calculation:
Frontier orbital gap (spin up / spin down), eV: 8.33 / 8.33
HOMO energy (spin up / spin down), hartree: -0.3526 / -0.3526


Top of the stability list: <b>, leading by 0.0160 hartree.


<a>
Formula: C5H20N2O4
Source: OMol25
Level of theory: ωB97M-V/def2-TZVPD

Geometry (Å):
1 C 2.60 -2.87 0.60
2 C 2.17 -1.67 0.22
3 C 0.84 -1.16 0.76
4 C -0.23 -1.24 -0.34
5 N 0.19 -0.18 -1.30
6 C -0.85 0.30 -2.21
7 N -2.15 0.66 -1.66
8 H 3.59 -3.21 0.35
9 H 2.02 -3.52 1.24
10 H 2.67 -1.18 -0.61
11 H 0.99 -0.12 1.06
12 H 0.60 -1.75 1.66
13 H -1.20 -1.04 0.06
14 H -0.31 -2.23 -0.77
15 H 0.59 0.59 -0.77
16 H -0.91 -0.54 -2.94
17 H -0.35 1.21 -2.61
18 H -2.90 0.22 -2.17
19 H -2.31 1.66 -1.68
20 O -2.78 -2.17 1.28
21 H -2.94 -1.97 2.21
22 H -2.82 -1.31 0.84
23 O -1.52 2.62 0.22
24 H -0.72 2.19 -0.10
25 H -2.09 1.86 0.35
26 O 0.47 1.86 3.81
27 H 0.29 2.73 3.44
28 H -0.27 1.60 4.36
29 O 2.30 2.34 -1.96
30 H 2.31 1.42 -1.66
31 H 2.74 2.16 -2.80

Values from the calculation:
Frontier orbital gap, eV: 9.75
SMILES: C=CCCNCN.O.O.O.O
HOMO energy, hartree: -0.3418


<b>
Formula: C5H20N2O4
Source: OMol25
Level of theory: ωB97M-V/def2-TZVPD

Geometry (Å):
1 C -0.75 -0.95 -2.75
2 C -0.30 -0.48 -1.35
3 N 0.02 0.94 -1.31
4 C 0.86 -1.48 -0.84
5 C 1.58 -0.97 0.37
6 C 2.40 0.07 0.25
7 N 3.12 0.81 1.22
8 H 0.06 -1.26 -3.41
9 H -1.30 -0.12 -3.19
10 H -1.45 -1.78 -2.69
11 H -1.02 -0.71 -0.53
12 H -0.65 1.44 -0.79
13 H 0.93 1.23 -1.56
14 H 0.31 -2.44 -0.66
15 H 1.57 -1.58 -1.68
16 H 1.40 -1.47 1.30
17 H 2.67 0.46 -0.73
18 H 2.90 0.71 2.19
19 H 3.36 1.73 0.89
20 O -0.89 0.37 2.41
21 H -0.17 0.99 2.50
22 H -0.77 -0.17 1.63
23 O -0.41 2.89 0.52
24 H -1.23 2.34 0.41
25 H -0.87 3.73 0.35
26 O -2.52 1.19 0.65
27 H -3.47 1.14 0.51
28 H -2.26 0.76 1.56
29 O -1.05 -2.50 1.18
30 H -1.79 -2.28 1.79
31 H -0.26 -2.59 1.76

Values from the calculation:
Frontier orbital gap, eV: 8.09
SMILES: C[C@H](N)C/C=C/N.O.O.O.O
HOMO energy, hartree: -0.2848


Top of the stability list: <b>, leading by 0.0049 hartree.


<a>
Formula: C4H8N2OS
Source: OMol25
Level of theory: ωB97M-V/def2-TZVPD

Geometry (Å):
1 C 1.73 -0.05 -0.09
2 C -0.66 0.71 -0.08
3 C -1.62 -0.51 0.50
4 C -0.39 -1.46 0.02
5 H 1.40 2.18 0.36
6 H 2.99 1.70 0.04
7 H -0.29 1.67 0.48
8 H -1.07 1.35 -0.97
9 H -1.74 -0.35 1.69
10 H -2.52 0.03 -1.10
11 H 0.26 -2.22 0.57
12 H -0.62 -2.00 -0.88
13 N 2.13 1.26 0.01
14 N 0.35 -0.26 -0.30
15 O -2.83 -0.75 -0.21
16 S 2.90 -1.29 -0.03

Values from the calculation:
Frontier orbital gap, eV: 8.47
HOMO energy, hartree: -0.3022


<b>
Formula: C4H8N2OS
Source: OMol25
Level of theory: ωB97M-V/def2-TZVPD

Geometry (Å):
1 C -2.01 -0.58 0.54
2 N -1.05 -0.59 -0.58
3 N -0.82 0.76 -1.02
4 C 0.21 1.30 -0.51
5 C 1.17 0.73 0.49
6 C 2.13 -0.29 -0.13
7 O 1.55 -1.37 -0.62
8 S 3.75 -0.09 -0.16
9 H -2.32 -1.61 0.72
10 H -1.52 -0.16 1.44
11 H -2.92 0.02 0.31
12 H -1.54 -1.00 -1.36
13 H 0.40 2.34 -0.83
14 H 1.77 1.55 0.93
15 H 0.65 0.22 1.29
16 H 0.54 -1.24 -0.51

Values from the calculation:
Frontier orbital gap, eV: 8.85
SMILES: CN/N=C\CC(O)=S
HOMO energy, hartree: -0.3115


Top of the stability list: <b>, leading by 0.0950 hartree.